Below is a structure of composition C25H20BrGdN7O2S, with properties calculated with ωB97M-V/def2-TZVPD.

```
57
C25H20BrGdN7O2S, DFT ωB97M-V/def2-TZVPD
Gd -0.2198 1.9240 1.0205
N -1.2985 -0.3496 3.9494
C -0.6846 -0.9406 2.9227
N -0.0565 -2.1026 3.1882
C 0.5955 -2.7316 2.2361
N 1.0657 -3.9596 2.4603
N 0.7828 -2.1329 1.0474
C 0.0585 -0.9213 0.7476
N -0.7691 -0.3473 1.7237
C 0.6204 -0.2529 -1.2432
C 1.7058 -0.9336 -2.0617
C 2.6274 0.0720 -2.6550
C 2.1343 1.2873 -2.9297
C 0.7930 1.6550 -2.5263
N 0.0333 0.9726 -1.7404
H -1.2630 -0.7854 4.8565
H -1.8409 0.4906 3.7974
H 0.9871 -4.3302 3.3917
H 1.6730 -4.4070 1.7972
H 1.2245 -1.4715 -2.8917
H 3.6327 -0.2263 -2.9067
H 2.7215 2.0353 -3.4390
H 0.3962 2.6008 -2.8747
C -1.5382 -1.8709 -1.2921
C -0.2313 -1.4110 -0.7009
C 0.8815 -2.4746 -0.3778
C 2.2117 -1.9594 -1.0203
C 3.0361 -1.1770 -0.0292
C 4.3673 -1.4037 0.2692
C 5.0139 -0.5380 1.1464
C 4.3600 0.5442 1.6992
C 3.0199 0.8072 1.3978
S 2.2327 2.2110 2.0951
C 2.3821 -0.0757 0.5210
N 1.0143 0.1059 0.1604
H -1.3599 -2.6229 -2.0615
H -2.0690 -1.0374 -1.7471
H -2.1697 -2.3123 -0.5217
H 0.6605 -3.5173 -0.6078
H 2.7815 -2.7758 -1.4615
H 4.8891 -2.2366 -0.1768
H 6.0487 -0.7151 1.3964
H 4.8664 1.2262 2.3628
Br -4.6592 5.1403 0.8626
C -4.5050 3.5873 -0.2096
C -5.4335 3.3034 -1.2016
C -5.2783 2.1694 -1.9790
C -4.2251 1.2939 -1.7509
C -3.3039 1.5699 -0.7571
C -3.4397 2.7294 0.0036
C -2.2579 3.0105 0.8713
O -1.2829 3.5639 0.2878
O -2.1084 2.4666 1.9921
H -6.2585 3.9767 -1.3698
H -5.9858 1.9642 -2.7681
H -4.1211 0.4081 -2.3573
H -2.4576 0.9044 -0.5459
```

Summary:
* charge: +1
* E_HOMO (alpha / beta): -0.398 / -0.396 Eh
* energy: -5236.19308 Eh
* gap between HOMO and LUMO (alpha / beta): 7.66 / 5.76 eV
* 2S+1: 8
* LUMO (alpha / beta): -3.16 / -5.01 eV